# 1
Entry from the OMol25 dataset: a structure of composition C23H64AsF6O9 at a distorted geometry (ωB97M-V/def2-TZVPD).

The geometry in XYZ format:
```
103
Properties=species:S:1:pos:R:3:forces:R:3:mulliken_charge:R:1
As -17.17950 6.02147 -15.74539 -2.107 0.421 1.097 1.382
F -16.08799 5.61645 -14.33878 1.043 -0.346 1.457 -0.421
F -18.55930 6.61299 -14.61035 -0.509 -0.078 0.631 -0.498
F -18.33248 6.28816 -17.14294 -0.652 0.396 -1.498 -0.485
F -15.84802 5.56477 -16.84088 1.194 -0.441 -1.605 -0.633
F -17.78495 4.27635 -15.68939 -0.658 -1.344 0.114 -0.435
F -16.61633 7.71915 -15.65291 0.794 1.509 -0.320 -0.484
C -16.87856 1.47813 -15.84721 -0.077 0.004 -0.230 -0.882
C -17.32466 0.48116 -16.95598 1.944 1.430 1.221 -0.405
O -18.36867 0.95058 -17.71251 -1.275 -0.021 -0.688 -0.480
H -17.62149 1.68687 -15.07742 -0.270 -0.448 0.189 0.181
H -16.68125 2.48903 -16.20393 0.032 -0.182 -0.515 0.195
H -15.95959 1.15534 -15.35790 -0.036 -0.259 0.104 0.445
H -17.51060 -0.49680 -16.51200 0.000 -0.373 -0.096 0.218
H -16.47708 0.48072 -17.64134 0.169 -0.735 -0.025 0.365
H -19.00691 1.36500 -17.12726 -0.341 0.321 -0.277 0.334
C -18.77155 3.81018 -20.45806 1.873 -1.102 0.547 -0.698
C -17.65103 4.87832 -20.23015 -2.131 -2.169 -0.768 -0.037
O -18.35338 6.04505 -20.24676 -0.100 2.925 0.120 -0.579
H -19.48764 3.79084 -19.63651 0.130 0.171 0.060 0.005
H -18.17196 2.90162 -20.40237 -0.528 -0.828 -0.073 0.268
H -19.31561 3.81163 -21.40257 0.270 0.507 -0.126 0.344
H -16.96470 4.84485 -21.07628 0.333 0.038 0.081 0.315
H -17.16419 4.65792 -19.28015 0.234 0.173 -0.032 -0.013
H -18.50165 6.29824 -19.33270 -0.045 0.316 0.527 0.347
C -17.02223 3.44903 -11.86181 -0.179 0.446 1.522 -0.900
C -15.48898 3.65137 -11.61581 -1.097 0.328 -1.313 0.214
O -14.83485 3.59644 -12.85580 1.023 -0.999 0.185 -0.585
H -17.57493 3.75306 -10.97288 0.016 0.161 0.495 0.427
H -17.41436 2.44453 -12.02092 0.728 -0.294 -0.355 0.290
H -17.46052 4.10078 -12.61760 0.640 0.035 -0.402 0.011
H -15.01012 2.95027 -10.93224 -0.284 -0.452 -0.126 0.345
H -15.26030 4.63087 -11.19584 -0.557 0.322 0.373 -0.226
H -15.27612 4.20231 -13.45565 -0.309 0.546 -0.520 0.282
C -12.88670 7.80234 -16.01949 -0.519 0.910 0.836 -1.031
C -13.09369 6.53684 -15.14276 0.775 0.339 -1.111 0.190
O -13.41889 5.51187 -16.03030 1.398 -1.049 0.246 -0.618
H -11.97631 7.80405 -16.61887 0.177 -0.692 0.085 0.354
H -12.80865 8.72711 -15.44779 -0.027 0.121 0.374 0.259
H -13.69832 7.98201 -16.72453 -0.289 -0.335 0.154 0.274
H -13.75834 6.49687 -14.27976 -0.661 0.992 -0.274 -0.229
H -12.12920 6.33907 -14.67507 0.386 -0.417 -0.166 0.333
H -14.32737 5.60727 -16.32554 -0.715 0.040 -0.044 0.491
C -18.96102 10.92470 -15.98755 -0.369 -1.252 -0.655 -1.421
C -20.18803 10.10103 -15.45163 1.914 0.029 1.655 1.398
C -20.12850 9.59727 -13.97312 1.600 -0.683 -0.671 -1.342
O -21.25846 10.93717 -15.37808 -2.796 2.694 -0.978 -0.615
H -18.60041 11.82789 -15.49530 -0.418 -0.247 0.759 0.355
H -19.18129 11.25435 -17.00288 -0.407 0.020 -0.134 0.405
H -18.12774 10.24023 -16.14639 0.141 -0.104 0.372 0.220
H -20.44414 9.32899 -16.17720 0.705 -0.503 0.096 -0.358
H -21.10529 9.23088 -13.65731 -0.068 -0.213 -0.181 0.457
H -19.87185 10.39684 -13.27819 0.016 0.367 -0.292 0.380
H -19.38217 8.81475 -13.83621 -0.083 -0.298 0.007 0.133
H -22.01672 10.39945 -15.13828 -0.136 0.133 0.020 0.347
C -13.28352 7.43275 -11.07801 1.370 -1.553 -0.964 -1.187
C -14.39420 8.42241 -10.99087 -0.165 -1.813 -0.430 1.218
C -15.73244 7.70621 -11.27508 -0.156 0.681 0.262 -1.175
O -14.38105 8.91353 -9.67525 -0.777 0.999 1.044 -0.610
H -13.38853 6.77751 -11.94272 -0.157 0.042 -0.246 0.111
H -13.22568 6.74008 -10.23839 -0.511 0.171 0.318 0.341
H -12.26179 7.80049 -11.17263 0.023 0.681 0.051 0.388
H -14.25917 9.21472 -11.72716 -0.080 0.186 -0.060 -0.227
H -16.01158 6.88705 -10.61238 0.443 0.237 0.703 0.342
H -15.80228 7.19440 -12.23490 0.277 0.622 -0.462 0.130
H -16.48579 8.48871 -11.18429 -0.397 -0.254 -0.234 0.333
H -13.65200 9.52893 -9.56864 0.070 -0.035 -0.107 0.333
C -21.60328 1.98411 -14.40857 0.021 -0.041 -0.171 -1.560
C -21.06770 1.36599 -15.69748 0.415 0.011 1.423 0.825
C -22.11738 0.47901 -16.37067 0.747 1.320 -0.214 -1.434
O -20.50849 2.44403 -16.44097 -0.820 -0.680 -1.067 -0.338
H -20.90511 2.69853 -13.97239 0.352 -0.370 0.184 0.354
H -21.87849 1.19314 -13.71091 -0.096 0.216 0.259 0.456
H -22.45526 2.62133 -14.64561 -0.415 -0.259 -0.055 0.342
H -20.25738 0.66235 -15.50669 0.339 0.030 0.626 0.353
H -21.56339 -0.28591 -16.91481 -0.558 -0.029 -0.331 0.331
H -22.70140 1.14656 -17.00422 -0.316 -0.429 -0.277 0.300
H -22.73201 0.05270 -15.57785 -0.045 -0.132 -0.221 0.366
H -19.72942 2.71732 -15.95110 0.452 0.792 0.142 0.013
C -14.89889 13.16845 -14.51223 -0.859 0.445 1.193 -1.602
C -14.37296 11.74613 -14.30576 -1.279 0.722 -0.953 0.706
C -15.15069 10.62431 -14.94255 -1.346 -0.299 0.658 -0.607
O -13.13645 11.70072 -14.89639 3.218 0.006 -0.060 -0.595
H -14.21086 13.90960 -14.10553 0.518 -0.190 -0.103 0.399
H -15.76698 13.32618 -13.87219 -0.505 -0.094 -0.208 0.377
H -15.14822 13.50524 -15.51847 0.019 -0.536 -0.223 0.336
H -14.25764 11.60486 -13.23113 0.189 -0.178 0.039 0.107
H -16.19103 10.54750 -14.62645 -0.120 0.195 0.118 0.106
H -14.72945 9.65604 -14.67216 0.181 0.083 -0.298 -0.113
H -15.18853 10.74647 -16.02502 0.195 -0.091 -0.111 0.436
H -13.20450 11.73653 -15.85330 -0.283 -0.132 0.004 0.376
C -22.49973 6.98630 -17.58711 -0.903 1.085 0.127 -1.658
C -21.91802 5.99929 -16.61128 1.071 1.119 -1.819 1.580
C -21.68624 6.49644 -15.19904 -0.575 -0.307 0.119 -0.871
O -22.83331 4.94769 -16.71300 -0.678 -1.345 0.905 -0.720
H -22.04896 7.97819 -17.61987 0.338 -0.102 0.103 0.316
H -23.53388 7.12538 -17.27198 -0.333 0.241 -0.027 0.386
H -22.55358 6.58832 -18.60042 0.258 -0.130 0.070 0.361
H -21.02409 5.65977 -17.13446 0.736 0.022 0.773 -0.105
H -21.17831 5.71908 -14.62822 0.305 0.244 0.066 0.140
H -22.65966 6.64223 -14.73078 -0.368 -0.044 0.030 0.417
H -21.17205 7.45136 -15.09020 0.406 -0.402 -0.366 -0.202
H -22.34392 4.19244 -16.37880 -0.095 -0.535 -0.057 0.244
```
Positions in Å, forces in eV/Å.

LUMO energy (spin up / spin down) (eV): 4.133 / 4.130
2S+1: 2
Calculated total energy (a.u.): -4426.864251
Max |F| (eV Å⁻¹): 4.00
HOMO energy (spin up / spin down) (eV): 1.1559 / -4.2289
Charge: -2

***

# 2
Entry from the OMol25 dataset: a structure of composition C17H20CdN7OS5 at a distorted geometry (ωB97M-V/def2-TZVPD).

The geometry in XYZ format:
```
51
Properties=species:S:1:pos:R:3:forces:R:3:nbo_charge:R:1
Cd 0.53638 -0.59612 -0.39942 -0.273 -0.163 0.350 1.532
C 0.83748 -0.58182 3.24978 -0.081 0.173 -0.061 -0.235
C 1.34828 0.77238 2.66818 0.128 -0.025 0.193 -0.238
N 0.51108 1.27368 1.58308 0.391 0.200 -0.346 -0.668
C -0.70382 1.94858 2.02178 -0.198 -0.027 -0.189 -0.242
C -1.91892 1.71838 1.11508 -0.118 -0.517 0.018 -0.532
S -2.23112 0.01568 0.54168 -0.026 0.169 0.063 0.187
C -2.68842 -0.90832 2.04498 0.243 0.323 -0.256 -0.531
C -1.58702 -1.00582 3.10598 -0.041 0.001 0.033 -0.222
N -0.28412 -1.10382 2.49698 0.012 -0.503 0.437 -0.688
H 1.66198 -1.29612 3.20368 -0.039 0.024 0.038 0.219
H 0.56858 -0.45002 4.30908 0.102 -0.065 -0.125 0.167
H 1.43228 1.51218 3.48028 0.054 -0.058 -0.113 0.165
H 2.34228 0.61228 2.24438 -0.071 0.051 0.080 0.228
H 1.07408 1.92758 1.04818 -0.058 -0.062 0.117 0.384
H -0.95342 1.60998 3.02558 0.073 0.051 0.039 0.186
H -0.55402 3.03728 2.07138 0.027 -0.124 0.103 0.211
H -2.82492 2.05078 1.62588 0.044 0.192 -0.061 0.215
H -1.81962 2.27308 0.18028 -0.024 0.068 0.050 0.236
H -3.59222 -0.45942 2.45888 -0.069 -0.125 0.011 0.212
H -2.92392 -1.89772 1.65538 -0.096 -0.042 -0.017 0.232
H -1.61712 -0.11532 3.74238 -0.011 -0.149 -0.054 0.181
H -1.82662 -1.86932 3.75648 0.023 0.212 -0.056 0.178
H -0.11672 -2.04102 2.14008 0.087 0.160 -0.065 0.415
O 4.70938 -6.14212 -0.44452 0.282 -0.367 -0.034 -0.604
C 3.98318 -5.18622 -0.35842 -0.250 0.369 0.050 0.176
S 2.23168 -5.28252 -0.22732 -0.138 0.092 -0.011 0.302
C 1.88808 -3.54772 -0.14702 0.797 -0.142 -0.023 -0.419
C 2.96358 -2.72722 -0.19882 -0.099 -0.641 0.021 -0.414
S 3.01558 -0.99622 -0.13872 0.020 0.535 -0.044 -0.503
S 4.54118 -3.51632 -0.34772 -0.084 0.132 0.005 0.305
S 0.21858 -3.12752 -0.02552 -0.617 0.032 -0.055 -0.504
C -2.25902 0.77928 -3.06612 0.160 0.111 0.092 -0.666
C -1.15062 -0.13102 -3.44692 -0.211 0.085 -0.217 0.380
N -0.48132 -0.93822 -2.66162 -0.274 0.245 0.312 -0.543
C 0.42998 -1.58302 -3.44492 0.181 -0.196 -0.493 -0.078
C 0.30798 -1.16032 -4.73242 0.358 -0.274 0.063 -0.117
N -0.70272 -0.23832 -4.72482 -0.233 0.200 0.112 -0.516
H -2.64442 0.48758 -2.09192 -0.059 0.009 -0.058 0.252
H -3.05892 0.74108 -3.80472 -0.082 0.001 0.028 0.216
H -1.89852 1.80678 -3.00192 -0.040 0.085 0.026 0.238
H 1.09488 -2.31942 -3.03682 0.163 -0.102 0.096 0.234
H 0.84098 -1.41582 -5.62452 0.098 -0.079 -0.147 0.214
H -1.03272 0.29138 -5.51572 0.006 -0.081 0.161 0.414
N 0.62718 1.52888 -1.47542 0.028 0.544 0.207 -0.558
C 0.51828 2.66028 -1.22432 0.126 -1.367 -0.553 0.399
C 0.36698 3.99008 -0.92692 0.046 0.083 -0.006 -0.626
C -0.56602 4.74048 -1.63272 -0.803 0.489 -0.462 0.314
N -1.37142 5.33018 -2.21372 -0.016 0.067 -0.090 -0.399
C 1.08858 4.54378 0.12428 0.463 0.379 0.701 0.306
N 1.66898 4.98538 1.01948 0.098 0.030 0.131 -0.394
```
Positions in Å, forces in eV/Å.

LUMO energy (eV): 2.242
2S+1: 1
Calculated total energy (a.u.): -3277.147143
Max |F| (eV Å⁻¹): 1.48
HOMO energy (eV): -4.0266
Charge: -1

***

# 3
Entry from the OMol25 dataset: an isolated molecule of C21H24N4OS (ωB97M-V/def2-TZVPD).

The geometry in XYZ format:
```
51
Properties=species:S:1:pos:R:3:forces:R:3:nbo_charge:R:1
O -1.20768 -0.05678 2.20659 -0.006 0.154 0.024 -0.595
C -1.95310 0.35430 1.34483 0.178 0.200 0.233 0.717
C -1.85449 1.69835 0.76670 -0.080 0.284 -0.217 -0.238
C -0.80364 2.54209 1.12440 -0.153 0.021 -0.027 -0.124
C -0.69904 3.79742 0.56298 0.117 -0.034 0.107 -0.244
C -1.64839 4.22648 -0.35890 -0.108 -0.101 -0.022 -0.155
C -2.70062 3.41019 -0.71913 -0.022 -0.026 -0.014 -0.277
C -2.80753 2.13854 -0.15765 0.598 0.106 0.386 0.271
N -3.83849 1.29234 -0.47503 0.024 -0.049 -0.030 -0.586
C -3.96078 0.02411 0.00512 -0.407 0.225 -0.173 0.294
S -5.27737 -0.86072 -0.44430 -0.456 -0.233 -0.173 -0.216
N -2.99502 -0.43161 0.85018 -0.212 0.246 -0.094 -0.455
C -3.02693 -1.82411 1.25992 0.080 -0.612 0.167 -0.233
C -2.74246 -2.79806 0.10492 0.088 0.129 -0.135 -0.427
C -1.84951 -2.21517 -0.99492 -0.133 -0.112 0.056 -0.214
N -0.70697 -1.47578 -0.49159 0.111 -0.124 -0.140 -0.469
C 0.27046 -2.32518 0.16361 0.099 0.131 0.234 -0.211
C 1.37953 -1.47399 0.77842 -0.064 -0.263 0.026 -0.235
N 2.02638 -0.71543 -0.26912 -0.184 -0.248 -0.090 -0.470
C 3.32981 -0.26308 -0.10135 0.346 0.029 0.046 0.270
C 4.04170 0.22052 -1.20520 -0.073 0.082 -0.038 -0.278
C 5.35758 0.61650 -1.08584 -0.010 0.059 -0.018 -0.191
C 6.01070 0.53600 0.13333 0.136 0.015 0.103 -0.254
C 5.32137 0.05527 1.23182 0.178 0.063 -0.038 -0.187
C 3.99965 -0.33528 1.12296 -0.261 -0.031 0.010 -0.302
C 1.06963 0.12629 -0.95243 -0.209 0.062 -0.283 -0.206
C -0.04922 -0.72544 -1.54418 0.118 0.255 0.012 -0.223
H -0.08824 2.18695 1.85050 0.065 -0.051 0.045 0.243
H 0.11608 4.44790 0.83831 0.078 0.049 0.031 0.223
H -1.56537 5.21020 -0.79560 -0.007 0.081 -0.048 0.221
H -3.44249 3.74335 -1.42957 -0.076 0.048 -0.084 0.218
H -4.57389 1.60057 -1.09806 0.090 -0.191 0.149 0.431
H -2.26322 -1.91442 2.03321 -0.181 0.025 -0.113 0.246
H -4.00754 -2.04367 1.69027 0.139 0.070 -0.002 0.232
H -3.68062 -3.09059 -0.36796 0.095 -0.070 0.054 0.238
H -2.29172 -3.69656 0.52629 0.005 -0.046 0.046 0.209
H -1.53918 -3.03843 -1.66400 -0.026 0.090 -0.027 0.178
H -2.44384 -1.51920 -1.59568 0.021 -0.075 -0.011 0.201
H -0.21980 -2.88475 0.95991 -0.002 -0.054 0.025 0.203
H 0.71380 -3.04187 -0.55199 -0.023 0.001 0.062 0.168
H 2.10712 -2.14018 1.24321 -0.021 0.039 0.012 0.210
H 0.93340 -0.82241 1.54401 0.104 -0.073 0.014 0.205
H 3.56404 0.26621 -2.17264 -0.047 -0.041 -0.073 0.208
H 5.88283 0.98240 -1.95664 0.028 0.015 -0.069 0.210
H 7.04176 0.84250 0.22349 0.084 0.019 0.011 0.211
H 5.81328 -0.00869 2.19205 0.028 -0.008 0.069 0.210
H 3.48511 -0.68209 2.00521 -0.077 -0.044 0.060 0.214
H 1.55863 0.68818 -1.74732 -0.036 -0.019 0.054 0.210
H 0.62402 0.84563 -0.24569 0.072 -0.020 -0.116 0.178
H -0.78278 -0.07056 -2.02455 0.006 -0.029 -0.004 0.199
H 0.37306 -1.39825 -2.31291 -0.019 0.053 0.003 0.169
```
Positions in Å, forces in eV/Å.

LUMO energy (eV): 0.151
SMILES: O=c1c2ccccc2[nH]c(=S)n1CCCN1CCN(c2ccccc2)CC1
2S+1: 1
Calculated total energy (a.u.): -1507.131791
Max |F| (eV Å⁻¹): 0.72
HOMO energy (eV): -7.6893